Entry 1:
120
Properties=species:S:1:pos:R:3:forces:R:3 method="wB97M-V/def2-TZVPD" gap_ev="6.2 / 6.3" spin_multiplicity=1 relative_energy_ev=1.5786 total_energy_ha=-2793.0292 e_lumo_ev="-2.914 / -3.159" charge=+1 homo_energy_ev="-9.1 / -9.4"
N 0.7434 -0.4472 -2.2412 -0.10 0.11 -0.12
C -0.0348 -2.8843 -2.4009 0.08 0.34 0.59
H 2.1326 3.4160 2.0920 -0.03 0.15 -0.04
H 1.6428 2.1699 -1.7755 -0.27 0.09 -0.01
H 3.5260 0.4935 3.9417 -0.01 0.01 0.18
H 1.4213 -4.1616 2.5478 0.02 -0.06 0.17
H -0.8222 -8.3020 -4.1657 -0.04 -0.16 -0.09
H -3.2970 2.6396 4.8856 -0.07 0.13 -0.02
H -1.3571 -2.9893 1.4184 0.00 -0.18 0.15
H -2.3691 2.8748 2.5906 0.00 -0.03 -0.14
H 2.0729 2.5027 3.5947 0.03 0.04 0.19
H 5.3948 2.3481 -4.0458 -0.11 0.02 -0.10
C -1.6865 2.0356 -1.4791 -0.19 0.09 0.01
H 5.4709 2.6488 0.4831 0.16 0.14 0.13
H -3.3474 -5.8090 -2.9230 -0.12 0.10 -0.01
C -4.4365 -2.0684 -2.8260 0.29 -0.11 -0.36
C -0.0024 3.1157 -0.1954 0.06 0.21 0.32
H 6.3399 4.0948 -0.8302 0.00 0.08 0.13
H 2.6618 -0.9918 -2.9409 -0.13 0.01 0.10
C -2.6478 1.8800 4.4856 0.04 0.07 0.06
C 1.3174 -4.0266 1.4751 -0.06 0.20 -0.07
C 4.1361 0.8459 -1.9970 0.03 0.07 0.14
C -0.0047 -4.6418 0.9929 -0.06 0.02 0.14
H -3.8436 -2.9597 -4.5310 0.04 0.02 0.01
C -3.9518 -1.7161 -1.4554 -0.79 -0.09 0.63
H 1.3548 1.8156 2.1362 0.11 0.17 0.09
C -1.2188 -4.0321 1.7075 0.04 0.08 -0.19
C -0.9489 -0.0236 3.4213 0.88 -0.01 -1.47
C 7.4805 1.6501 -1.3833 -0.11 0.09 -0.12
H 0.3751 2.8941 -2.7814 -0.04 -0.05 0.14
C -0.3993 -7.5026 -3.5641 -0.11 0.16 -0.05
H 4.4840 2.7380 3.8429 -0.03 0.01 0.11
H -0.7904 -6.3420 -0.9579 0.00 -0.21 0.10
C -0.1853 -4.3732 -0.4936 0.14 0.39 0.25
N -1.3235 1.0806 2.6919 -0.52 -0.77 0.94
C -0.5849 -5.3687 -1.3637 0.08 0.14 -0.08
H 4.5489 -0.1033 2.6331 0.15 -0.05 0.01
C -1.5389 -5.8533 -5.0436 0.08 -0.10 0.28
C 6.2494 2.2842 -2.0469 0.14 0.03 -0.08
C -2.6819 -1.2327 -1.2467 0.78 0.53 0.75
H -0.2652 -7.8750 -2.5534 0.05 -0.08 0.15
H 5.6190 2.1953 2.6196 0.15 0.00 -0.02
C 4.6387 2.6398 2.7708 -0.19 -0.16 -0.15
C -4.3558 -1.4547 0.8750 -0.48 -0.13 -0.32
H -2.1156 -4.5831 1.4298 -0.13 -0.09 -0.02
H -0.6633 3.1548 0.6676 0.09 0.02 -0.15
C 3.5315 1.7585 2.1840 -0.10 0.02 0.19
C 5.0082 1.7233 -1.3698 -0.05 -0.02 -0.08
H 6.3673 0.9019 -3.7241 -0.02 -0.15 -0.07
C 3.0228 0.3442 -1.3384 -0.12 -0.07 0.49
N -2.1872 -0.8360 -0.0353 -3.05 -1.39 0.14
C 2.1876 -0.7342 -1.9813 0.26 -0.16 0.23
H -2.1845 -4.9798 -5.1052 -0.08 0.13 -0.07
H -2.0192 -6.6570 -5.5954 -0.02 -0.08 -0.07
H -2.6897 -0.7944 2.0058 0.04 0.02 -0.20
O 1.6422 0.2962 0.5564 1.12 -0.16 1.00
C 0.6148 0.7821 -3.0397 -0.10 0.39 0.14
H 2.7928 -0.2618 2.5250 0.05 0.02 0.05
H -0.4378 -3.7367 -4.2964 -0.03 0.01 -0.23
C 6.2840 1.9707 -3.5453 -0.02 0.04 0.25
C 0.0480 -6.1355 1.3369 -0.03 0.26 -0.12
H -0.5916 -5.6315 -5.5287 0.09 0.07 -0.11
C -0.0027 -3.0687 -1.0130 -0.38 -0.99 -1.40
H 7.5213 1.8939 -0.3254 0.04 0.02 0.15
C -2.1458 2.0314 3.2238 0.37 -0.33 -0.48
O 0.1881 -1.9911 -0.2450 0.45 -1.51 0.26
H -1.8619 3.0055 -1.9642 0.08 -0.07 0.03
H -3.1810 -7.4126 -3.6398 -0.08 -0.12 -0.10
H 2.2250 -1.6240 -1.3372 -0.03 0.15 -0.27
H 4.3260 0.5156 -3.0052 0.02 -0.02 -0.20
H -0.6852 -1.2367 -3.5745 0.14 0.05 0.11
H 0.8170 -6.6496 0.7645 0.06 -0.09 -0.06
H -2.6769 -3.0759 -3.2649 0.03 -0.06 0.04
H -1.1536 -1.0694 5.2442 -0.02 -0.10 0.05
H 7.4458 0.5673 -1.4810 0.03 -0.13 0.00
W -0.1675 -0.2720 0.2255 1.03 1.86 -0.64
H -1.0941 -4.0852 2.7853 -0.02 0.04 0.18
C -3.0661 -1.0082 1.0142 1.06 0.33 -0.74
H -4.9757 -1.5342 1.7545 -0.04 -0.02 0.07
H 0.2906 -6.2407 2.3919 0.00 -0.02 0.10
S 0.1097 -1.1352 2.6486 -0.77 0.53 -0.17
C 2.7561 0.7264 -0.0105 0.59 0.35 -1.05
C -0.4097 -3.9302 -3.2363 0.05 -0.20 0.13
C 6.3016 3.8088 -1.8769 -0.02 -0.20 -0.03
H 1.4304 0.8581 -3.7720 -0.06 -0.01 0.03
H 7.1484 2.4475 -3.9996 0.12 0.05 -0.04
C 3.6841 1.5379 0.6825 -0.46 -0.22 0.04
H 5.4282 4.2747 -2.3284 -0.10 0.08 -0.04
C -1.3313 -6.2863 -3.5898 -0.08 -0.12 -0.08
H -0.9111 -6.6200 1.1723 -0.09 -0.13 -0.05
H -2.0121 -1.1005 -2.0854 -0.01 0.00 0.06
H -5.8550 -2.1366 -0.5419 -0.18 -0.06 -0.02
H -1.9218 1.2508 -2.1956 0.01 -0.03 0.04
C -2.3219 0.7498 5.2414 0.71 -0.52 -0.65
H 0.9623 -1.7452 -3.8879 -0.12 0.08 0.07
H -0.1434 4.0298 -0.7863 0.01 -0.14 -0.06
H -2.5915 -7.1140 -2.0150 -0.02 -0.05 0.17
C 0.2395 -1.5592 -3.0761 -0.20 -0.10 -0.01
C -0.7518 -5.1735 -2.7337 -0.02 0.19 -0.09
H 8.3924 2.0114 -1.8522 0.15 0.05 -0.06
C -2.6971 -6.6777 -3.0031 0.17 0.02 -0.09
H 2.1565 -4.5172 0.9854 0.10 -0.07 -0.04
H -2.7325 0.6121 6.2258 -0.06 -0.03 0.18
O -5.5634 -1.8264 -3.1879 -0.28 0.05 0.18
H 0.5764 -7.2450 -3.9678 0.14 0.00 -0.05
C -4.8446 -1.8052 -0.3778 0.96 0.26 -0.21
H 4.6253 3.6387 2.3392 0.06 0.12 -0.06
C -1.4558 -0.1914 4.6983 -0.71 0.76 1.00
H 7.1904 4.2048 -2.3620 0.11 0.07 -0.06
H 1.3845 -2.9584 1.2687 0.10 -0.23 0.04
H 1.0292 3.0774 0.1490 -0.04 -0.04 0.01
C 2.1841 2.4148 2.5163 -0.06 -0.18 -0.07
N -3.5024 -2.6329 -3.6396 0.02 -0.02 -0.09
O -0.9861 1.1187 1.3918 -0.67 1.20 0.87
H -2.3631 1.9453 -0.6256 0.10 0.00 -0.11
C 4.7662 2.0215 -0.0296 -0.09 -0.07 -0.19
H -0.3198 0.7480 -3.6077 0.09 -0.09 0.09
N -0.2919 1.9238 -1.0127 -0.26 -0.13 -0.02
C 3.6032 0.3821 2.8627 -0.07 0.00 -0.11
C 0.6312 2.0226 -2.1612 0.34 -0.33 -0.29



Entry 2:
120
Properties=species:S:1:pos:R:3:forces:R:3 method="wB97M-V/def2-TZVPD" gap_ev=8.2 spin_multiplicity=1 relative_energy_ev=19.6488 total_energy_ha=-2402.8150 smiles=c1ccncc1.c1ccncc1.c1ccncc1.c1ccncc1.c1ccncc1.C1CCOC1.C1CCOC1.C1CCOC1.C1CCOC1.C1CCOC1 e_lumo_ev=0.532 charge=0 homo_energy_ev=-7.7
O -0.7622 0.8265 -1.6943 2.53 -2.46 3.51
H 1.2106 1.8668 -2.5139 -0.10 1.51 -1.53
C -1.7889 -2.4656 1.5850 -1.84 -3.39 1.09
H 2.0647 1.0246 -0.0618 1.56 0.28 -0.06
N -5.4030 -0.1325 -0.9304 -1.11 -0.24 1.13
H 0.8247 0.7766 2.6920 -2.28 1.13 2.13
C 2.5407 0.6043 2.4713 0.70 -0.69 -1.17
H 2.1771 -0.2741 -2.8551 0.08 0.47 -0.55
C 1.9356 -1.3038 -3.1187 3.11 2.21 0.06
H -6.2637 1.4517 -2.6352 0.07 -0.15 -0.08
C 3.8375 -0.7795 3.9049 0.72 0.04 0.09
C 0.4800 -1.3589 -3.4171 -0.73 -1.90 0.57
C 0.9927 -4.7461 1.6484 1.77 1.95 0.09
H -1.3527 1.5887 -2.8765 -1.48 1.01 -0.86
C -6.0169 -1.7141 0.7375 1.50 0.55 1.21
C 1.1956 -2.4950 1.1210 1.67 0.06 2.46
N 3.7693 -0.0292 -0.7922 1.51 3.34 -2.30
C 3.4781 2.3330 -1.1091 1.76 -1.15 2.94
H 2.8444 5.5114 -2.6455 -0.13 -0.07 0.47
N -4.5253 2.2695 -1.8406 0.55 -0.54 -1.83
C 0.9289 2.9184 -2.4596 -0.63 2.07 -2.69
C -2.4294 1.5467 -2.8040 -0.91 1.82 -2.99
H -0.4366 3.3944 -4.2394 0.14 -0.24 0.19
C -3.5043 -4.4596 0.6274 0.71 -1.33 0.25
H 0.6160 2.3366 5.0661 -0.34 0.86 -0.20
C -3.1460 2.2565 -1.8650 -2.34 1.07 -2.12
H -4.9942 -0.1083 -4.2407 -0.26 0.20 -0.25
H -1.0844 -1.7316 1.9474 -0.28 -1.07 0.44
H -3.0010 2.1425 2.8278 0.45 0.13 -0.94
C 4.7706 2.4190 -1.6739 -1.79 0.86 -0.21
H 0.0718 -0.3510 -3.4909 -0.27 -0.35 0.11
H -2.4830 0.8218 -0.4439 1.64 -0.24 -0.42
C -4.8955 -1.3053 1.5097 -0.87 1.02 -1.45
H 3.3640 -1.6428 4.3724 -0.33 -0.46 -0.79
H 3.8965 -3.4532 2.9069 0.25 -0.16 -0.13
N -2.3783 -4.2050 -0.0588 0.11 0.89 0.19
H 0.0824 3.1561 -1.8153 0.05 -0.63 0.22
C -5.1864 1.4019 -2.6936 2.08 2.09 -0.01
H 3.5309 -0.1674 0.6625 -0.05 -1.84 1.99
C 0.2667 0.5545 0.4136 -0.20 -1.57 -2.53
H -2.6656 2.9029 -1.1454 0.12 0.09 0.17
C -4.4211 0.3466 -0.1586 -0.83 -1.49 -0.74
H 2.6910 -2.9907 -2.0263 -0.33 -0.70 -0.22
H 1.3924 5.3185 -4.7954 -0.04 -0.34 -0.19
H 1.2725 2.8282 -4.5427 -0.52 -0.41 -0.55
C 5.4468 1.2822 -1.9405 1.24 -0.22 -0.21
H -4.5695 -4.1606 2.4957 -0.39 -0.26 -0.38
C 1.2053 4.7510 -3.8837 1.24 2.34 1.17
H 3.3683 1.3322 4.1991 0.00 -0.12 0.72
H -0.7606 -1.4327 -0.0416 0.84 1.04 0.64
H 0.3398 -5.6015 1.5567 0.09 -0.22 0.06
H -6.6355 -2.5500 1.0289 -0.04 0.00 0.15
C 3.6753 0.0301 1.7247 2.37 1.44 1.25
O 4.2919 -0.9859 2.5337 0.80 0.59 1.72
H 0.5644 5.3586 -3.2449 -0.10 0.49 -0.08
O -0.9372 1.5493 2.3142 -3.47 1.33 0.71
C -4.0982 -0.2038 1.0465 -1.38 -2.23 1.69
H -1.6077 -0.5449 1.1825 0.60 1.24 -0.87
H 6.3966 1.2847 -2.4544 0.15 0.09 0.05
H 2.6545 -1.4810 -3.9186 -0.29 -0.54 -0.22
C -0.9730 -0.4214 0.3050 0.83 1.08 0.02
H -3.7731 1.0365 -0.6788 -1.62 -0.41 1.19
H -3.1531 -2.2737 3.1542 0.07 -0.52 0.61
H -4.0971 -5.3045 0.3092 -0.23 0.06 -0.45
H -0.9848 -1.7638 -1.7788 0.71 0.47 0.12
C -2.9094 -2.8832 2.2966 1.71 0.60 -0.33
C -6.2366 -1.0639 -0.4502 0.63 0.40 -0.17
C 2.9713 -3.5498 2.3580 -0.76 -1.76 1.12
C 0.6062 3.4292 -3.9238 0.96 -1.74 0.57
H 3.3308 4.1384 -3.5735 -0.01 -0.51 -0.18
H 0.7803 -1.5761 0.7343 0.23 -0.86 0.40
H -0.3681 -3.1961 -2.2175 0.83 -0.41 -0.94
O 1.0491 -2.0680 -1.1531 -1.27 -0.57 -1.79
H 5.2106 3.3592 -1.9720 -0.19 0.27 0.11
H 1.1932 0.1172 0.7857 -1.07 -0.28 0.35
H -2.4828 0.1263 -4.3917 -0.12 0.11 -0.41
C 0.2548 1.6306 3.0580 -0.59 0.62 -1.11
C 2.8691 0.4114 3.8974 1.04 0.41 1.00
H -4.6193 -1.9239 2.3507 -0.75 1.10 -0.07
H -3.2136 0.0763 1.5992 -0.35 0.19 -0.08
H 4.7299 -0.6853 4.5236 0.10 0.65 -0.05
C -1.7432 0.1215 -0.8316 0.72 1.45 -0.03
C -3.7644 -3.8964 1.8261 0.37 0.91 1.51
H 0.8774 2.4204 2.6378 -0.34 0.84 0.22
H -7.1071 -1.3424 -1.0256 0.03 0.06 -0.50
C -1.5991 2.3095 4.4277 1.39 0.67 -0.30
H 1.0405 -0.2222 -1.4832 -0.59 0.70 0.66
C 2.3094 -1.9909 -1.8193 -1.00 -2.81 -0.95
C -1.5627 -3.2672 0.4370 -1.06 0.54 -1.53
C -4.4943 0.6596 -3.6690 1.46 -0.03 0.33
C 0.5359 0.6642 -1.0990 -1.17 -0.16 0.92
H 4.4724 0.7725 1.6840 0.09 0.71 -0.20
H -1.5389 3.3607 4.1458 -0.10 0.31 0.27
C 4.9838 0.1120 -1.4246 -2.69 -1.39 0.96
C 2.2395 -4.7492 2.3666 -1.39 0.17 -1.76
H 1.1565 1.5023 -1.4159 -1.43 -1.69 2.24
H -0.0122 0.8351 4.9436 -0.83 -0.39 0.20
C 2.9796 1.1157 -0.6283 4.23 -0.54 -1.97
C -3.0727 0.7676 -3.7536 -2.54 -0.25 1.25
N 0.5447 -3.6214 0.9952 2.53 -3.40 2.34
H 2.6500 -5.6642 2.7674 -0.15 -0.06 0.20
H -2.2615 -0.6543 -1.3952 -0.25 0.28 -0.10
H 2.9014 3.2104 -0.8564 1.61 -0.85 1.16
H -2.1824 2.2460 5.3462 0.05 -0.37 -0.17
H 1.5916 0.0900 2.3201 2.19 -1.23 -0.87
H 2.4406 1.6320 2.1220 -0.11 -0.14 0.31
H 2.9824 -1.5462 2.0304 -1.64 -1.48 -0.73
C 2.3900 -2.4337 1.8638 -1.22 0.64 -1.32
H -2.3834 0.5964 3.3706 -0.24 -0.20 0.24
O 2.0496 3.6907 -1.9776 -3.15 2.31 -3.21
H -0.6516 -3.1141 -0.1222 -1.60 0.14 -0.53
H 3.0928 -1.6089 -1.1647 -1.00 0.39 -0.38
H 5.5906 -0.7782 -1.5008 -0.14 -0.30 0.02
H 0.2840 -1.8970 -4.3446 -0.15 -0.04 0.06
C -0.0405 -2.1585 -2.1537 0.40 0.42 -0.10
H 0.0576 1.5159 0.8827 0.13 -0.49 -0.97
H 1.9772 0.2021 4.4880 0.26 0.21 0.20
C -2.1025 1.6308 3.1726 0.63 -0.79 1.07
C 2.4883 4.5510 -3.0183 -0.87 0.84 -0.98
C -0.1343 1.8116 4.4750 0.32 -1.07 1.64